(1)
Entry from the OMol25 dataset: 2 unconnected molecules or ions with the total composition C4H12NOS (wB97M-V/def2-TZVPD).

Last column: natural (NBO) charge in e.
Element x y z (Å)
C1 0.2079 1.3336 1.4945  -0.40
N1 -0.0228 1.0027 0.0838  -0.64
C2 0.4396 -0.2816 -0.3497  -0.10
C3 -0.2943 -0.7470 -1.5520  -0.54
S1 -1.2248 -2.3020 -1.2676  -0.67
C4 2.0354 -0.2042 -0.5694  -0.64
H1 1.2522 1.5772 1.7348  0.15
H2 -0.1873 0.4965 2.0978  0.20
H3 -0.4093 2.2619 1.7462  0.18
H4 0.2520 1.7890 -0.5766  0.35
H5 0.2875 -1.0812 0.3911  0.22
H6 0.2676 -0.8254 -2.5627  0.18
H7 -1.0087 0.1287 -1.8108  0.19
H8 2.4880 -0.0724 0.3958  0.19
H9 2.4471 -0.9812 -1.2792  0.22
H10 2.1759 0.8256 -0.9206  0.18
H11 -2.5580 -1.0538 0.2765  0.50
H12 -2.7681 -0.8434 1.7155  0.44
O1 -3.3798 -1.0231 0.9526  -0.99

Output
highest occupied orbital energy: -2.678 eV
net charge: -1
HOMO-LUMO gap: 6.2 eV



(2)
Entry from the OMol25 dataset: a molecular structure, C15H31Br9 (wB97M-V/def2-TZVPD).

Last column: natural (NBO) charge in e.
Element x y z (Å)
C1 2.4384 12.1166 25.9403  -0.44
Br1 1.4198 12.9766 24.4260  0.12
Br2 3.0867 13.3786 27.3355  0.18
Br3 4.0452 11.1497 25.2038  0.15
H1 1.8299 11.4126 26.5080  0.22
C2 4.1642 8.9031 22.5347  -0.52
Br4 2.9690 7.9124 23.6357  0.51
Br5 3.7289 8.2686 20.6894  0.32
Br6 6.0631 8.5884 22.9976  0.18
H2 3.9293 9.9655 22.5990  0.25
C3 -2.5816 12.4249 27.8367  -0.45
Br7 -2.4766 14.2770 28.6030  0.09
Br8 -0.8103 11.6278 27.8094  0.07
Br9 -3.5031 12.2704 26.0807  0.08
H3 -3.2457 11.8529 28.4848  0.23
C4 3.3285 16.1176 29.9229  -0.62
C5 2.1062 15.2659 29.7118  -0.41
C6 0.9537 15.6000 30.6574  -0.40
C7 0.4037 17.0498 30.7110  -0.40
C8 0.1780 17.8008 29.3946  -0.41
C9 -0.8643 18.9056 29.6377  -0.61
H4 3.9437 15.9154 29.0461  0.19
H5 4.0086 15.7979 30.7124  0.22
H6 3.2232 17.2014 29.8752  0.22
H7 1.6615 15.3443 28.7198  0.20
H8 2.4000 14.2262 29.8562  0.20
H9 1.0575 15.0858 31.6129  0.21
H10 0.0938 15.0568 30.2656  0.19
H11 -0.4968 16.9698 31.3199  0.21
H12 0.9440 17.6965 31.4022  0.20
H13 1.1220 18.1971 29.0206  0.20
H14 -0.1710 17.0578 28.6775  0.19
H15 -0.7549 19.7530 28.9609  0.22
H16 -1.8767 18.5031 29.6713  0.21
H17 -0.8497 19.2824 30.6603  0.21
C10 -0.3391 8.8854 25.9855  -0.60
C11 -0.8874 8.6559 24.5544  -0.39
C12 -1.3897 9.9671 23.8154  -0.41
C13 -1.7260 9.8130 22.3711  -0.39
C14 -2.2945 11.1150 21.6568  -0.39
C15 -3.6264 11.5127 22.1220  -0.61
H18 0.5020 9.5786 25.9740  0.17
H19 0.0929 7.9846 26.4214  0.21
H20 -1.1453 9.3336 26.5662  0.22
H21 -0.0529 8.1727 24.0462  0.16
H22 -1.6250 7.8580 24.4679  0.21
H23 -0.7897 10.8504 24.0341  0.20
H24 -2.3235 10.2623 24.2938  0.20
H25 -0.8791 9.3824 21.8369  0.19
H26 -2.4369 8.9871 22.3466  0.20
H27 -1.5936 11.9496 21.6740  0.19
H28 -2.3864 10.9077 20.5906  0.21
H29 -3.7373 11.5735 23.2047  0.19
H30 -3.9692 12.3774 21.5539  0.22
H31 -4.3250 10.7110 21.8824  0.21

Output
highest occupied orbital energy (alpha / beta): -12.179 / -12.178 eV
net charge: +1
HOMO-LUMO gap (alpha / beta): 7.7 / 2.4 eV
2S+1: 2



(3)
Entry from the OMol25 dataset: 2 unconnected molecules or ions with the total composition C5H6O (wB97M-V/def2-TZVPD).

Last column: natural (NBO) charge in e.
Element x y z (Å)
C1 -1.8783 0.5417 -0.3825  -0.71
C2 -0.6392 -0.2351 -0.2727  0.20
C3 0.0201 -1.3014 -0.4294  -0.38
C4 1.3369 -1.6145 -0.1344  0.67
O1 2.2123 -2.3914 -0.1250  -0.45
C5 1.3614 0.6512 0.6227  -0.67
H1 -1.7145 1.4273 -1.0046  0.25
H2 -2.6827 -0.0580 -0.8219  0.24
H3 -2.1939 0.8903 0.6059  0.25
H4 1.3918 0.6000 -0.4457  0.20
H5 0.8558 0.0171 1.3208  0.20
H6 1.9304 1.4728 1.0666  0.18

Output
highest occupied orbital energy: -8.089 eV
HOMO-LUMO gap: 8.2 eV



(4)
Entry from the OMol25 dataset: C3H5NS2 in the gas phase (wB97M-V/def2-TZVPD).

Last column: natural (NBO) charge in e.
Element x y z (Å)
C1 2.8633 -0.7866 0.1335  -0.72
C2 2.4675 0.7076 0.0991  0.10
N1 1.2359 1.0090 -0.1196  -0.51
S1 0.0892 -0.4250 -0.1487  0.48
C3 -1.3155 0.4560 0.1018  -0.54
S2 -2.8427 -0.1242 0.0436  0.00
H1 2.1694 -1.5488 -0.1798  0.24
H2 3.7244 -0.8157 -0.6563  0.24
H3 3.2748 -1.3460 1.0508  0.25
H4 3.1247 1.6516 -0.0102  0.23
H5 -0.9795 1.5217 0.3080  0.24

Output
structure (SMILES): C/C=N\SC=S
highest occupied orbital energy: -8.651 eV
HOMO-LUMO gap: 8.5 eV



(5)
Entry from the OMol25 dataset: a gas-phase ion, C3H2NO2S (charge -1) (wB97M-V/def2-TZVPD).

Last column: natural (NBO) charge in e.
Element x y z (Å)
O1 1.9293 -1.1703 1.5762  -0.61
C1 1.4028 -0.3737 0.8042  0.31
C2 1.1827 -0.4696 -0.7375  0.57
O2 2.0237 -1.1014 -1.3411  -0.59
N1 0.2045 0.2886 -1.2797  -0.61
C3 -0.8978 0.4013 -0.5733  -0.07
S1 -1.1404 -0.3961 0.8433  -0.25
H1 1.5164 0.7915 1.0081  0.09
H2 -1.6251 0.9965 -1.1046  0.17

Output
structure (SMILES): O=C/C([O-])=N\C=S
highest occupied orbital energy: -4.252 eV
net charge: -1
HOMO-LUMO gap: 8.0 eV



(6)
Entry from the OMol25 dataset: C15H18N2O4 in the gas phase (wB97M-V/def2-TZVPD).

Last column: natural (NBO) charge in e.
Element x y z (Å)
C1 5.7469 0.3307 0.4220  -0.64
C2 4.5358 1.1287 -0.0384  -0.07
O1 3.4530 0.2776 -0.4099  -0.53
C3 2.7041 -0.1991 0.6137  0.89
O2 2.8568 0.1232 1.7685  -0.66
N1 1.7870 -1.1036 0.1944  -0.45
C4 1.4563 -1.3470 -1.1892  -0.22
C5 0.1126 -0.6891 -1.5191  -0.23
N2 -0.8891 -1.2265 -0.6224  -0.45
C6 -2.2613 -0.9805 -0.9937  0.25
O3 -3.0802 -1.9571 -0.3581  -0.48
C7 -3.9961 -1.3956 0.4702  0.76
O4 -4.7557 -2.0377 1.1369  -0.55
C8 -3.8677 0.0741 0.3549  -0.12
C9 -4.5796 1.0897 0.9683  -0.17
C10 -4.2417 2.3944 0.6465  -0.22
C11 -3.2302 2.6630 -0.2664  -0.18
C12 -2.5210 1.6402 -0.8826  -0.21
C13 -2.8503 0.3404 -0.5557  -0.06
C14 -0.5735 -0.9268 0.7644  -0.24
C15 0.7698 -1.5689 1.1111  -0.22
H1 6.5700 1.0071 0.6337  0.22
H2 6.0516 -0.3723 -0.3497  0.21
H3 5.5006 -0.2200 1.3263  0.23
H4 4.2032 1.8007 0.7594  0.20
H5 4.7607 1.7029 -0.9401  0.18
H6 2.2449 -0.9524 -1.8273  0.24
H7 1.3680 -2.4281 -1.3345  0.20
H8 -0.1682 -0.9203 -2.5485  0.21
H9 0.2182 0.4041 -1.4132  0.17
H10 -2.3458 -1.1322 -2.0789  0.20
H11 -5.3672 0.8591 1.6679  0.23
H12 -4.7725 3.2145 1.1057  0.22
H13 -2.9902 3.6885 -0.5048  0.22
H14 -1.7445 1.8627 -1.5984  0.22
H15 -1.3527 -1.3478 1.4016  0.22
H16 -0.5141 0.1610 0.9427  0.18
H17 1.0736 -1.3021 2.1236  0.25
H18 0.6885 -2.6554 1.0187  0.20

Output
structure (SMILES): CCOC(=O)N1CCN([C@H]2OC(=O)c3ccccc32)CC1
highest occupied orbital energy: -9.015 eV
HOMO-LUMO gap: 9.3 eV



(7)
Entry from the OMol25 dataset: 2 unconnected molecules or ions with the total composition C2H6O2S2 (wB97M-V/def2-TZVPD).

Last column: natural (NBO) charge in e.
Element x y z (Å)
O1 0.8057 1.9579 0.2450  -0.56
C1 1.5343 1.1645 0.7614  0.64
O2 2.2148 0.2861 0.0054  -0.68
H1 1.5733 1.0347 1.8475  0.11
H2 2.3463 -0.5235 0.5117  0.49
C2 -0.9665 -1.2476 -1.1411  -0.74
S1 -0.9722 -1.0867 0.6749  0.06
S2 -2.2757 0.5509 0.7180  -0.16
H3 -1.9255 -1.0292 -1.5908  0.23
H4 -0.6119 -2.2349 -1.4419  0.22
H5 -0.2369 -0.5058 -1.4570  0.23
H6 -1.4856 1.6336 0.8670  0.15

Output
structure (SMILES): O=CO.CSS
highest occupied orbital energy: -9.093 eV
HOMO-LUMO gap: 9.3 eV



(8)
Entry from the OMol25 dataset: a molecular structure, C6H17AgBrNa2O7PS (wB97M-V/def2-TZVPD).

Last column: natural (NBO) charge in e.
Element x y z (Å)
Na1 3.4049 0.4848 2.2421  0.98
Na2 4.8514 1.1114 -2.9976  0.99
Ag1 5.9993 2.2300 0.4055  0.89
Br1 3.3604 1.6811 -0.4829  -0.86
O1 -0.4940 0.9685 -2.5739  -0.79
S1 -0.7942 -0.4166 -2.2162  2.19
O2 -1.9951 -0.6740 -1.3937  -0.69
O3 -0.7988 -1.3268 -3.6872  -0.33
C1 -1.1665 -2.7176 -3.7722  -0.09
C2 -0.1214 -3.3150 -4.7682  -0.58
C3 0.7244 -1.1422 -1.4065  -0.84
H1 -2.2114 -2.9447 -3.9835  0.32
H2 -0.7964 -3.1239 -2.8308  0.20
H3 -0.1965 -2.8470 -5.7497  0.26
H4 -0.3885 -4.3542 -4.9606  0.30
H5 0.8919 -3.1295 -4.4121  0.23
H6 1.2921 -0.3066 -0.9970  0.27
H7 1.2933 -1.6982 -2.1517  0.25
H8 0.4500 -1.8849 -0.6575  0.28
C4 -2.1239 0.2044 1.7412  -0.27
O4 -0.7697 0.2058 2.1802  -0.83
P1 -0.0815 1.4691 2.9308  2.59
O5 1.3496 1.3662 3.1638  -1.19
O6 -0.5587 2.7834 2.0847  -0.78
C5 -0.1452 3.0038 0.7610  -0.27
O7 -0.9159 1.6301 4.3465  -0.80
C6 -0.6386 0.8063 5.5279  -0.24
H9 -2.8355 0.3626 2.5515  0.22
H10 -2.4036 -0.7644 1.3272  0.21
H11 -2.3353 1.0596 1.0992  0.19
H12 -1.0516 3.1080 0.1646  0.21
H13 0.5776 2.3228 0.3116  0.15
H14 0.2403 4.0224 0.7170  0.22
H15 -0.4061 1.4273 6.3929  0.22
H16 0.2820 0.2448 5.3688  0.18
H17 -1.4886 0.1529 5.7249  0.21

Output
highest occupied orbital energy (alpha / beta): -17.469 / -17.462 eV
net charge: +3
HOMO-LUMO gap (alpha / beta): 6.5 / 2.8 eV
2S+1: 2